The following is a DFT calculation (wB97M-V/def2-TZVPD) of a cluster of 7 separate species, C18H30Cl10F6O4 in total in a non-equilibrium geometry.

The net charge is 0. For the HOMO energy, the calculation gives -10.72 eV. For the energy above the lowest of the compared OMol25 structures with the same formula, charge and spin, the calculation gives 287.8 kJ/mol. The gap between HOMO and LUMO is 10.90 eV. Its lowest unoccupied orbital energy is 0.181 eV.

Geometry as XYZ:
```
68
Properties=species:S:1:pos:R:3:forces:R:3
C 21.381250 17.140580 -15.717320 -0.320 -0.022 1.131
C 22.864930 17.222020 -16.070300 -0.581 0.993 -1.273
O 23.205030 18.658100 -16.208200 0.269 1.670 0.178
C 23.014150 19.451130 -17.305020 -0.275 -4.404 -1.173
O 22.678020 18.965710 -18.381490 0.375 1.767 1.948
C 23.423970 20.934240 -17.123540 0.286 -0.419 0.278
F 22.490140 21.667890 -16.558150 -1.009 0.150 0.670
F 24.528490 21.064810 -16.380070 0.088 -0.267 -0.177
F 23.628490 21.437170 -18.317030 0.494 0.243 -0.795
H 21.184850 17.370850 -14.670180 0.442 0.196 0.223
H 20.915480 16.159170 -15.806700 0.365 -0.142 -0.534
H 20.760470 17.874220 -16.231640 0.322 -0.162 -0.536
H 23.074520 16.703570 -17.005920 -0.044 0.226 -0.151
H 23.588790 16.855980 -15.342190 -0.413 0.169 0.211
C 14.237780 14.410580 -14.202750 0.833 0.504 0.453
C 14.661150 14.077420 -12.740470 -0.334 -1.774 -2.561
O 14.087930 15.107760 -11.990240 -0.753 1.079 1.210
C 13.581940 14.941530 -10.784250 0.538 -4.015 2.491
O 13.653360 13.892700 -10.100000 -0.282 3.413 -2.260
C 12.825060 16.175130 -10.206300 0.987 -0.073 -0.987
F 11.525340 15.879770 -10.146880 0.344 0.180 0.706
F 13.356000 16.498850 -8.997030 -1.033 -0.193 -1.176
F 12.951410 17.214090 -11.057310 0.010 -0.037 0.779
H 14.593110 15.423070 -14.394360 0.210 -0.092 -0.453
H 13.164140 14.459080 -14.384500 -0.110 -0.256 0.626
H 14.627220 13.691570 -14.923490 0.303 0.130 0.097
H 15.732210 13.950170 -12.583240 0.140 0.896 -0.070
H 14.336680 13.044470 -12.614590 -0.851 0.241 1.144
Cl 19.067450 31.138820 -21.800100 -0.266 1.043 0.487
C 19.060000 29.410120 -22.038800 0.620 -0.720 -0.888
C 19.274020 28.651750 -20.736730 -0.482 0.013 -0.949
Cl 19.645450 26.916080 -21.144050 -0.099 0.757 0.313
H 19.888750 29.263990 -22.731560 -0.077 -0.425 0.105
H 18.138310 29.143050 -22.555770 0.050 -0.113 0.230
H 18.314250 28.675560 -20.220620 0.435 -0.145 0.496
H 20.101670 29.116150 -20.200600 -0.182 -0.413 0.207
Cl 26.346560 13.198120 -23.498280 -0.288 -0.835 -0.877
C 26.699570 14.412520 -22.325930 0.223 1.794 1.077
C 26.796190 15.827160 -23.001690 0.395 -0.222 0.410
Cl 27.969890 16.987520 -22.118010 -1.194 -1.114 -0.696
H 27.561500 14.106030 -21.733280 0.355 0.312 -0.519
H 25.901110 14.426760 -21.584070 -0.195 0.076 -0.217
H 25.802430 16.271480 -23.057550 0.160 0.237 0.528
H 27.099650 15.786160 -24.047790 0.541 -0.249 0.297
Cl 16.389360 24.464670 -9.727220 -0.229 -0.234 -0.302
C 17.244760 23.440110 -10.971180 -0.802 1.166 0.867
C 17.650760 22.131780 -10.306970 -0.968 0.245 -0.934
Cl 19.000950 21.597320 -11.306490 0.692 -0.711 0.206
H 17.994380 24.141260 -11.338010 0.473 -0.718 0.240
H 16.563770 23.256930 -11.802320 -0.070 -0.015 0.206
H 16.823110 21.443270 -10.477420 0.132 -0.157 -0.007
H 17.783500 22.129560 -9.225090 0.771 0.420 -0.281
Cl 12.598020 20.405630 -18.254710 0.064 0.401 0.049
C 13.843460 20.987380 -19.394670 -0.162 -0.007 -0.997
C 15.157620 21.307590 -18.725370 0.656 -0.746 -0.015
Cl 15.116950 22.900910 -17.957510 -0.104 0.148 0.366
H 13.514490 21.853250 -19.969260 -0.393 0.233 0.554
H 13.844050 20.220600 -20.169360 0.772 -0.279 0.288
H 16.033350 21.341120 -19.373500 -0.455 0.044 -0.598
H 15.443320 20.536560 -18.009840 -0.372 0.208 0.356
Cl 25.202220 9.482120 -17.806770 1.295 1.774 0.050
C 24.184410 8.112820 -17.954790 0.282 -0.757 -0.149
C 22.794240 8.489490 -18.417610 0.425 -1.226 0.709
Cl 21.933040 9.604990 -17.346300 0.062 0.185 -0.061
H 24.345560 7.577580 -17.019020 -0.964 -0.089 0.019
H 24.634650 7.488800 -18.726790 -0.206 -0.122 -0.121
H 22.268820 7.537940 -18.336490 -0.451 0.193 -0.628
H 22.885580 8.877310 -19.432180 -0.443 0.049 0.180
```
Positions in Å, forces in eV/Å.

---

The following is a DFT calculation (wB97M-V/def2-TZVPD) of a structure of composition C18H30Cl8F9IK2LiO9PS2 in a non-equilibrium geometry.

The net charge is 0. For the HOMO energy, the calculation gives -5.10 eV. The gap between HOMO and LUMO is 2.03 eV. Its lowest unoccupied orbital energy is -3.068 eV.

Geometry as XYZ:
```
81
Properties=species:S:1:pos:R:3:forces:R:3
C -2.969359 -0.689921 -1.324538 -0.217 0.003 -0.034
C -2.160075 -1.062068 -0.091550 -0.805 -0.480 -0.449
Cl -1.421943 0.375186 0.698297 0.653 0.251 -0.418
C -1.117071 -2.148450 -0.277639 0.299 0.763 -0.740
Cl -1.992025 -3.509254 -1.047024 -0.418 1.692 1.636
C 0.086523 -1.740233 -1.172570 -0.500 -1.297 0.702
C 1.281755 -2.613079 -0.769752 -0.085 0.708 -0.062
C 2.647545 -2.128086 -1.251613 -0.201 -0.523 -0.083
C 2.859942 -0.631132 -1.090852 -0.086 -0.030 -0.489
C 4.332455 -0.206506 -0.991080 -0.133 -0.157 0.120
C 4.694436 0.368415 0.357729 -0.971 -0.983 -0.223
F 5.993317 0.208807 0.674329 0.098 0.450 -0.132
F 4.003007 -0.377667 1.282894 0.178 0.157 0.232
C 4.215883 1.821097 0.628410 -0.043 0.160 0.939
F 2.977460 2.038842 0.139376 0.505 -0.256 -0.072
F 4.103986 1.944929 1.976061 0.556 0.075 -0.534
S 5.356137 3.225984 0.045296 -0.838 0.569 0.096
F 6.402882 2.832232 1.140974 0.320 -0.311 0.076
F 6.027356 2.315414 -1.039039 0.298 -0.283 -0.044
F 4.294019 3.706795 -1.027426 -0.014 -0.084 -0.355
F 4.641485 4.202206 1.089077 -0.009 0.152 0.212
F 6.289604 4.413716 -0.385765 0.087 0.040 -0.044
O -0.314774 -2.001820 -2.483406 0.401 0.531 -0.355
C 0.271385 -1.269076 -3.545789 -0.443 -0.575 -1.385
C -0.130590 0.187622 -3.573354 0.893 0.070 0.957
O 0.139219 0.813737 -4.804285 -0.463 0.088 0.058
C 1.479122 1.088417 -5.025613 0.610 0.283 -0.399
P 2.240078 -0.239999 -6.096399 -1.159 -0.972 -0.184
O 2.715058 0.705668 -7.346107 0.417 0.414 0.422
I 4.384678 -0.867964 -4.978861 0.306 0.334 0.287
H -2.541740 -1.044735 -2.249696 0.280 0.010 -0.194
H -3.157821 0.369718 -1.389810 0.123 0.434 -0.012
H -3.938968 -1.158144 -1.233991 -0.292 -0.269 0.020
H -2.859054 -1.438527 0.639040 -0.098 -0.328 0.387
H -0.768229 -2.428528 0.701577 -0.075 -0.485 0.328
H 0.266630 -0.696148 -0.942976 0.143 0.356 -0.274
H 1.066305 -3.602394 -1.156960 0.077 -0.331 -0.064
H 1.283866 -2.685216 0.312573 0.131 0.016 0.329
H 3.401892 -2.707012 -0.730432 0.291 0.009 0.310
H 2.759429 -2.408433 -2.291243 0.145 0.069 -0.380
H 2.458322 -0.162393 -1.979708 -0.241 0.241 -0.214
H 2.245775 -0.278355 -0.273661 0.122 0.188 0.354
H 4.600018 0.445716 -1.808696 0.187 0.295 -0.110
H 4.942813 -1.095137 -1.083797 0.343 -0.180 -0.053
H -0.143628 -1.766743 -4.480647 0.396 0.627 0.934
H 1.355678 -1.370920 -3.608653 0.375 -0.044 0.415
H -1.161021 0.331275 -3.291620 -0.489 -0.103 -0.421
H 0.459200 0.717736 -2.808002 -0.043 0.286 0.189
H 1.540201 2.000808 -5.612517 0.017 0.185 -0.262
H 2.059601 1.272018 -4.121544 -0.001 -0.139 0.354
H 3.507987 0.320187 -7.727236 0.082 -0.031 -0.466
Cl -1.305909 -2.282170 -5.921350 -0.518 -0.490 -0.597
K -1.327134 -5.647931 -2.160485 0.267 -1.595 -1.039
C -3.558893 1.342145 3.405038 -0.113 -0.192 -0.051
C -2.052336 1.441663 3.676546 0.036 0.274 0.187
C -1.635101 0.205093 4.474778 0.119 0.465 0.008
S -2.771052 -1.109194 4.009393 0.098 -0.445 -0.634
O -3.562804 -1.468325 5.144696 -0.147 0.116 0.334
O -2.060083 -2.073625 3.230657 0.106 0.043 0.137
C -3.778181 -0.093375 2.910063 -0.090 0.635 0.086
H -3.887930 2.075999 2.663101 0.090 0.013 -0.027
H -4.113749 1.525312 4.335655 0.052 -0.016 0.033
H -1.523071 1.459470 2.727653 -0.072 0.049 0.175
H -1.797131 2.354494 4.211320 -0.085 0.043 0.114
H -0.627061 -0.117465 4.229395 -0.008 -0.124 0.005
H -1.720571 0.369932 5.547109 -0.093 -0.120 0.041
H -4.799894 -0.453660 2.950191 0.010 -0.806 -0.048
H -3.401273 -0.207075 1.897648 -0.228 -0.057 0.234
Li -6.316289 0.587052 3.199121 -0.905 -1.237 -0.380
C 1.195742 3.983918 4.113067 0.256 -1.032 0.030
Cl 1.838665 3.111444 2.744515 -0.268 0.546 0.059
Cl -0.245719 4.951146 3.598494 1.003 -2.579 2.742
Cl 0.784031 2.831731 5.361053 -0.159 0.283 0.254
H 1.924843 4.680912 4.503254 -0.065 0.164 -0.080
O -8.048099 -1.223833 2.359298 -0.220 1.510 0.451
Cl -7.749226 -2.676036 2.268521 1.015 0.087 0.030
O -8.358854 -3.351809 3.381269 0.070 0.221 -0.038
O -6.309821 -2.753718 2.306185 -0.896 0.176 0.461
O -8.284792 -3.160560 1.035799 -0.010 0.063 0.021
K -0.831023 6.589338 2.001593 -1.066 2.778 -2.832
Cl -4.386034 -4.269457 1.224640 1.112 -0.368 -0.580
```
Positions in Å, forces in eV/Å.

---

The following is a DFT calculation (wB97M-V/def2-TZVPD) of a structure of composition C18H30N2O5Pd.

Its spin multiplicity is 5. The net charge is +4. For the HOMO energy (spin up / spin down), the calculation gives -21.78 / -21.86 eV. The gap between HOMO and LUMO (spin up / spin down) is 9.90 / 4.77 eV. Its lowest unoccupied orbital energy (spin up / spin down) is -11.885 / -17.093 eV. The expectation value of S² is 6.02.

Geometry as XYZ:
```
56
Properties=species:S:1:pos:R:3:forces:R:3
Pd 0.210240 0.894141 -1.771109 -0.260 0.332 0.177
C -0.341400 3.758626 -2.764091 -0.236 0.023 -0.180
C 0.496820 3.903590 -1.539393 0.157 0.173 0.180
O 1.340107 2.709841 -1.405250 -0.064 -0.115 0.061
C 2.624411 2.741878 -2.097034 0.023 0.234 0.077
C 3.150377 1.346494 -2.045259 0.122 -0.339 -0.068
O 2.142875 0.432800 -2.585678 0.425 -0.231 0.110
C 2.131777 0.300267 -4.040085 0.301 0.105 0.128
C 0.915716 -0.497054 -4.357930 -0.235 -0.181 -0.179
O -0.257468 0.170493 -3.791897 -0.007 -0.171 0.166
C -0.872362 1.181095 -4.651774 0.112 -0.124 -0.193
C -1.764047 1.987211 -3.772211 -0.206 0.210 0.210
O -0.973750 2.451606 -2.629427 -0.225 0.047 -0.193
H 0.224512 3.795576 -3.696532 0.033 -0.008 -0.006
H -1.113290 4.529628 -2.780116 -0.065 -0.002 -0.051
H -0.109624 3.942805 -0.638439 0.006 -0.056 0.078
H 1.127450 4.792730 -1.581831 0.094 -0.027 0.005
H 3.293678 3.407204 -1.545806 -0.057 0.096 0.055
H 2.483520 3.136393 -3.103591 -0.015 -0.005 -0.045
H 3.333428 1.019178 -1.024266 -0.032 -0.039 0.043
H 4.074935 1.242830 -2.614486 0.010 -0.019 -0.050
H 3.028362 -0.243585 -4.342271 0.084 0.021 0.024
H 2.140521 1.287983 -4.502792 -0.043 0.028 -0.035
H 0.947995 -1.483362 -3.902962 -0.049 -0.044 0.012
H 0.784787 -0.611993 -5.435170 -0.088 0.026 -0.022
H -1.462274 0.661993 -5.411555 0.035 -0.109 -0.025
H -0.091440 1.761946 -5.144031 0.045 0.033 0.012
H -2.573635 1.391237 -3.357838 -0.040 -0.015 0.064
H -2.194160 2.835796 -4.304262 0.022 0.072 0.022
C -0.212484 -0.932517 6.509595 -0.148 -0.054 -0.106
C -1.505064 -1.123884 5.701739 0.077 0.261 -0.133
N -1.422795 -1.575752 4.319268 0.079 -0.239 -0.573
C -2.394905 -2.565784 3.879091 0.110 -0.043 0.365
C -2.110654 -3.963554 4.496682 -0.125 0.223 -0.222
C -0.529914 -0.951480 3.371692 0.368 0.152 0.299
O 0.120285 -0.004023 3.707240 -0.296 0.212 0.294
C -0.337413 -1.432992 1.950797 0.093 0.045 -0.251
C -0.031354 -2.745742 1.592144 -0.316 0.205 0.142
C 0.352158 -3.013499 0.289981 0.137 0.274 -0.490
C 0.455123 -1.962568 -0.609046 0.073 -0.250 0.169
N 0.175236 -0.687566 -0.265744 0.198 -0.105 -0.362
C -0.196938 -0.416728 0.994578 -0.172 -0.452 0.336
H -0.541796 -0.692080 7.519286 0.033 -0.063 0.050
H 0.416091 -0.118867 6.165249 -0.067 -0.018 -0.107
H 0.355522 -1.860962 6.542897 0.007 -0.024 0.021
H -2.054873 -0.164156 5.629696 0.141 0.045 0.041
H -2.188271 -1.816628 6.184208 -0.020 -0.042 0.102
H -2.414029 -2.601972 2.796392 0.002 0.000 -0.104
H -3.365360 -2.205394 4.236390 -0.046 -0.087 0.029
H -1.146998 -4.355045 4.176522 0.013 -0.021 0.019
H -2.902972 -4.619598 4.138443 0.035 -0.053 0.026
H -2.146988 -3.942264 5.581650 0.002 0.016 0.049
H -0.082643 -3.552495 2.313996 0.015 0.019 -0.003
H 0.592333 -4.016505 -0.039453 0.013 0.022 0.045
H 0.795911 -2.138560 -1.620170 -0.049 -0.006 -0.006
H -0.375269 0.613266 1.273964 -0.005 0.071 -0.006
```
Positions in Å, forces in eV/Å.